Density functional theory data (wB97M-V/def2-TZVPD) for one molecule with the formula C15H13ClN4OS in a non-equilibrium geometry.

For the HOMO energy, the calculation gives -8.243 eV. The calculation puts the orbital gap at 8.4 eV. As for the lowest unoccupied orbital energy: 0.14 eV.

```
35
Properties=species:S:1:pos:R:3:forces:R:3:lowdin_charge:R:1
C -0.165115 -1.682499 0.221602 -0.1 0.0 0.0 -0.051
C -1.664436 -1.671516 0.212384 0.0 0.0 0.1 -0.208
C -2.365871 -2.839271 0.472020 -0.1 0.1 0.0 -0.056
C -3.749362 -2.865705 0.491341 -0.1 -0.1 0.0 -0.096
C -4.455053 -1.701725 0.249271 0.1 -0.1 0.0 -0.086
C -3.780825 -0.524343 -0.016442 -0.1 0.2 0.0 -0.011
C -2.390042 -0.497969 -0.038871 -0.3 -0.3 0.1 -0.169
N -1.682911 0.679950 -0.333446 0.3 -0.5 0.0 0.140
C -2.164105 1.940170 -0.367059 0.4 0.4 -0.2 -0.533
O -3.289488 2.297127 -0.095889 -0.2 0.1 0.0 0.064
C -1.118212 2.965821 -0.818454 0.1 0.0 0.2 -0.343
H -0.527568 2.603466 -1.657898 0.0 0.1 0.0 0.083
H -1.632135 3.892954 -1.070761 0.0 -0.1 0.0 0.084
S 0.056275 3.418589 0.500208 -0.3 0.3 0.1 1.012
C 1.275658 2.224114 0.234726 0.0 -0.2 -0.3 -0.647
N 1.161043 1.197055 -0.567464 -0.3 0.3 0.0 0.106
C 2.355589 0.538250 -0.491080 1.0 0.3 0.6 -0.304
N 2.692906 -0.567588 -1.132338 -0.5 0.2 -0.1 0.141
C 3.903474 -1.029955 -0.897505 0.4 -0.1 0.1 -0.165
C 4.815165 -0.423119 -0.027887 -0.2 0.2 0.1 -0.660
C 4.484586 0.736104 0.662646 -0.1 -0.1 -0.1 -0.021
C 3.216134 1.220162 0.415277 0.0 -0.8 -0.5 -0.176
N 2.490213 2.293792 0.860840 -0.2 0.2 0.1 0.120
H 2.776232 3.004878 1.512991 0.0 0.0 -0.1 0.159
H 5.176676 1.213027 1.338801 0.1 0.0 0.0 0.114
Cl 6.374023 -1.127278 0.192945 0.2 -0.1 0.0 0.677
H 4.172592 -1.933527 -1.424675 0.2 -0.1 0.0 0.107
H -0.689448 0.564901 -0.536136 -0.2 0.2 0.0 0.084
H -4.330805 0.382203 -0.202861 0.0 0.0 0.0 0.099
H -5.534461 -1.704677 0.263425 -0.1 0.0 0.0 0.101
H -4.269472 -3.789182 0.697251 0.0 -0.1 0.0 0.098
H -1.812946 -3.747457 0.665821 0.1 -0.1 0.0 0.106
H 0.200412 -2.674865 0.472606 0.0 0.0 0.0 0.079
H 0.248759 -1.408475 -0.748303 0.1 0.0 0.0 0.068
H 0.222530 -0.983404 0.962928 0.1 0.1 0.0 0.083
```
Positions in Å, forces in eV/Å.


Density functional theory data (wB97M-V/def2-TZVPD) for C4H6N2 as an isolated structure.

For the HOMO energy, the calculation gives -8.622 eV. The calculation puts the orbital gap at 9.7 eV. Its energy relative to the best compared isomer or geometry (same formula, charge and spin) is 146.3 kcal per mole. As for the lowest unoccupied orbital energy: 1.08 eV.

```
12
Properties=species:S:1:pos:R:3:forces:R:3:lowdin_charge:R:1
N -0.385483 0.989094 -2.517505 0.2 0.1 0.6 0.154
C -0.011314 0.852667 -1.375574 -0.2 0.3 -0.5 -0.293
C 0.337417 1.222828 0.051510 0.0 0.2 0.0 -0.141
N 0.672840 -0.107398 0.551024 0.1 0.1 0.0 -0.096
C 0.483317 -0.922360 -0.668028 0.1 -0.3 -0.1 -0.176
C -0.470338 -1.010749 0.457780 -0.2 -0.1 0.1 -0.161
H 1.219544 1.871144 0.049903 -0.1 -0.1 0.0 0.123
H -0.476248 1.723812 0.587942 0.1 -0.1 -0.1 0.123
H 1.208550 -1.707962 -0.878640 -0.1 0.1 0.0 0.100
H -0.081815 -0.212128 -2.063496 0.0 -0.2 0.0 0.158
H -1.467750 -0.579533 0.340836 0.2 0.0 0.0 0.109
H -0.423884 -1.845884 1.153046 0.0 0.1 -0.1 0.101
```
Positions in Å, forces in eV/Å.


Density functional theory data (wB97M-V/def2-TZVPD) for a 15-piece molecular cluster, C19H68N2O15 overall in a non-equilibrium geometry.

For the HOMO energy, the calculation gives -8.856 eV. The calculation puts the orbital gap at 8.6 eV. Its energy relative to the best compared isomer or geometry (same formula, charge and spin) is 25.3 kcal per mole. As for the lowest unoccupied orbital energy: -0.26 eV.

```
104
Properties=species:S:1:pos:R:3:forces:R:3:lowdin_charge:R:1
C 0.200385 -0.026808 0.461760 0.3 0.7 3.2 -0.070
C 0.068385 -0.701808 -0.819240 1.8 0.2 -1.1 -0.322
O -1.015615 -0.243808 -1.537240 -1.3 -0.1 -1.4 -0.100
H -0.649615 -0.224808 1.190760 0.8 0.0 -1.0 0.099
H 0.349385 1.060192 0.504760 -0.2 -0.1 -0.7 0.060
H 1.122385 -0.401808 0.939760 -0.3 -0.1 0.0 0.060
H -0.080615 -1.727808 -0.644240 0.1 -1.6 0.3 0.086
H 0.999385 -0.593808 -1.451240 -0.6 0.0 0.7 0.131
H -1.034615 -0.823808 -2.321240 -0.4 0.3 0.4 0.062
C -2.609615 1.160192 3.594760 2.6 1.8 -1.3 -0.058
C -3.409615 2.430192 3.185760 2.3 0.1 -0.5 -0.298
O -3.697615 3.141192 4.369760 -0.8 0.6 1.0 -0.092
H -2.309615 0.466192 2.824760 -0.2 0.0 -0.8 0.035
H -3.077615 0.602192 4.293760 -2.4 -1.7 2.1 0.025
H -1.637615 1.349192 4.158760 -1.0 0.7 -0.9 0.090
H -4.201615 2.272192 2.411760 -0.2 -0.2 1.6 0.126
H -2.792615 3.163192 2.656760 0.5 -0.6 -0.5 0.068
H -2.879615 3.596192 4.671760 -0.9 -0.7 -0.5 0.101
C -2.903615 -2.478808 1.283760 1.5 -1.2 0.4 -0.041
C -2.232615 -3.824808 1.791760 -0.6 2.5 -1.4 -0.259
O -2.799615 -4.859808 1.029760 0.8 -1.3 -0.9 -0.081
H -2.600615 -2.244808 0.306760 0.5 -0.6 -2.0 0.032
H -2.522615 -1.579808 1.680760 0.3 1.0 1.7 0.023
H -3.954615 -2.437808 1.225760 -1.3 -0.3 0.5 0.067
H -2.518615 -4.035808 2.793760 0.1 0.1 1.0 0.096
H -1.123615 -3.674808 1.730760 -0.9 -0.6 -0.1 0.089
H -2.178615 -5.218808 0.363760 -0.7 0.6 0.6 0.059
C 2.425385 0.389192 3.148760 0.6 -1.3 2.3 -0.074
C 3.239385 0.724192 4.396760 2.5 -0.6 -2.5 -0.364
O 2.615385 1.762192 5.019760 1.4 2.1 3.3 -0.087
H 2.438385 1.313192 2.643760 -1.0 0.9 -1.1 0.047
H 1.465385 0.002192 3.596760 0.6 0.5 -1.4 0.120
H 3.006385 -0.340808 2.570760 -0.6 0.0 0.1 0.053
H 4.275385 1.056192 4.081760 -0.8 -0.3 0.1 0.131
H 3.421385 -0.156808 4.967760 -0.3 -0.7 1.0 0.102
H 3.297385 2.169192 5.675760 -2.2 -0.9 -1.6 0.174
C -0.401615 2.853192 -3.354240 -5.5 -1.0 1.4 -0.592
O -1.782615 2.856192 -3.392240 6.8 0.0 -0.3 -0.125
N 0.312385 1.911192 -2.717240 -0.2 -1.5 0.7 0.161
N 0.410385 3.768192 -3.843240 -0.7 3.5 -2.2 0.146
H -0.201615 1.172192 -2.266240 -0.5 0.1 -0.1 0.044
H 1.271385 1.977192 -2.345240 -0.9 0.6 -0.6 0.050
H -0.030615 4.639192 -4.204240 0.7 -1.2 0.5 0.141
H 1.397385 3.781192 -3.638240 -0.3 -0.1 0.0 0.102
C -0.166615 -4.564808 -1.141240 1.0 -1.5 -1.2 -0.165
O -1.325615 -3.949808 -1.657240 -0.1 -1.0 1.0 -0.087
H -0.391615 -5.235808 -0.304240 -0.1 0.4 0.0 0.074
H 0.539385 -3.804808 -0.854240 0.5 0.3 0.5 0.035
H 0.396385 -5.259808 -1.884240 -1.0 1.1 0.8 0.114
H -1.098615 -3.625808 -2.511240 -0.1 0.7 -0.8 0.019
C 1.294385 -3.025808 2.459760 -0.8 -1.1 1.0 -0.132
O 0.875385 -4.009808 3.430760 -1.7 2.4 -0.3 -0.087
H 2.270385 -2.699808 2.727760 1.0 0.5 -0.2 0.063
H 0.612385 -2.195808 2.460760 -0.3 0.4 0.5 0.063
H 1.210385 -3.427808 1.474760 0.4 -0.4 -0.9 0.047
H 1.469385 -4.712808 3.422760 1.6 -1.8 -0.1 0.038
C -3.917615 -0.325808 -3.103240 -2.3 2.2 0.7 -0.156
O -4.985615 -1.122808 -3.582240 0.1 0.0 0.2 -0.094
H -3.494615 0.318192 -3.864240 0.5 -0.2 -0.4 0.077
H -3.209615 -0.856808 -2.505240 0.5 -0.5 0.2 0.055
H -4.466615 0.411192 -2.463240 0.9 -0.6 -0.1 0.105
H -4.592615 -1.759808 -4.154240 0.1 -0.9 -0.7 0.047
C 0.857385 4.701192 -0.599240 -1.6 -1.1 4.0 -0.200
O -0.305615 5.159192 -1.169240 -0.7 0.5 -1.1 -0.082
H 1.072385 5.351192 0.282760 0.2 -0.6 -0.2 0.094
H 1.688385 4.725192 -1.186240 2.1 0.1 -2.2 0.036
H 0.674385 3.632192 -0.234240 0.7 1.2 -0.4 0.083
H -0.981615 4.610192 -0.786240 -0.8 0.0 -0.2 0.063
C -2.462615 2.090192 0.076760 1.8 1.2 -0.3 -0.202
O -3.138615 0.926192 -0.175240 -1.9 0.1 1.1 -0.073
H -1.839615 2.440192 -0.728240 -0.1 0.0 -1.4 0.052
H -1.656615 2.013192 0.802760 -0.4 -0.3 1.1 0.038
H -3.077615 2.960192 0.308760 -0.5 -0.5 0.2 0.093
H -2.690615 0.350192 -0.771240 0.9 -0.3 -0.7 0.016
C 2.202385 -2.460808 -3.903240 2.2 -1.0 1.8 -0.102
O 3.146385 -1.603808 -3.188240 -0.3 -0.1 -1.6 -0.144
H 2.810385 -3.035808 -4.674240 -0.9 0.3 1.1 0.102
H 1.522385 -1.845808 -4.410240 -1.1 0.7 -0.6 0.022
H 1.680385 -3.090808 -3.094240 0.6 0.5 -1.6 0.094
H 3.030385 -1.747808 -2.258240 -0.2 -0.4 0.7 -0.020
C -1.042615 -1.145808 -4.658240 0.9 1.6 -3.6 -0.185
O -0.821615 -2.145808 -3.824240 0.3 -3.2 3.8 -0.125
H -1.948615 -1.248808 -5.194240 -1.4 0.3 -0.4 0.085
H -0.260615 -1.169808 -5.421240 0.1 0.5 -0.3 0.097
H -0.957615 -0.218808 -4.159240 -0.2 1.1 0.5 0.073
H -0.628615 -2.971808 -4.262240 0.1 -0.1 -0.5 0.108
C 4.007385 -1.612808 -0.030240 0.6 3.0 0.8 -0.159
O 2.957385 -2.359808 -0.536240 -0.4 -2.3 0.4 -0.149
H 4.979385 -1.948808 -0.353240 0.4 -0.4 0.0 0.083
H 4.007385 -1.479808 1.101760 -0.1 -0.4 -1.3 0.085
H 3.904385 -0.567808 -0.490240 0.1 -1.4 0.7 0.089
H 3.146385 -3.316808 -0.340240 -0.4 1.4 -0.4 0.133
C 3.258385 2.149192 -0.148240 -5.9 -2.8 -0.9 -0.042
O 2.678385 1.876192 -1.482240 1.1 1.0 0.1 -0.166
H 2.516385 2.750192 0.428760 0.7 -0.4 -0.6 0.081
H 4.164385 2.520192 -0.161240 4.5 2.2 -0.3 0.035
H 3.241385 1.132192 0.195760 0.4 -0.1 1.3 0.041
H 3.349385 1.658192 -2.155240 -0.1 0.1 0.7 0.107
C 0.216385 3.304192 2.755760 0.0 -2.4 -0.6 -0.178
O 0.475385 3.069192 4.107760 -0.3 0.6 0.3 -0.113
H -0.707615 3.826192 2.678760 -0.5 1.0 -0.1 0.064
H -0.013615 2.326192 2.245760 0.2 0.6 0.2 0.063
H 1.028385 3.743192 2.177760 0.1 0.5 0.2 0.060
H 1.230385 2.487192 4.240760 0.1 0.1 0.0 0.011
```
Positions in Å, forces in eV/Å.


Density functional theory data (wB97M-V/def2-TZVPD) for C35H28FN2NaOP as an isolated structure in a non-equilibrium geometry.

For the HOMO energy (alpha / beta), the calculation gives -3.118 / -1.482 eV. The calculation puts the orbital gap (alpha / beta) at 5.3 / 3.6 eV. Its energy relative to the best compared isomer or geometry (same formula, charge and spin) is 13.1 kcal per mole. The total charge is -1. As for the lowest unoccupied orbital energy (alpha / beta): 2.15 / 2.16 eV.

```
69
Properties=species:S:1:pos:R:3:forces:R:3:lowdin_charge:R:1
Na 2.299180 -0.329767 0.692339 0.7 -2.3 0.8 0.340
O 2.089080 1.522433 0.496839 -1.0 2.9 -0.2 -0.150
C 0.972580 2.118333 0.331239 0.7 -0.1 -0.2 -0.422
C 0.582980 3.495633 0.236439 -0.3 0.3 -0.1 -0.228
C 1.236280 4.723333 0.331939 0.2 -0.1 0.1 -0.041
C 0.483880 5.867133 0.101339 0.1 0.2 0.0 -0.124
C -0.860020 5.795533 -0.222861 -0.3 0.1 -0.1 -0.121
C -1.520720 4.552933 -0.304761 0.0 0.2 0.0 -0.092
C -0.806120 3.419933 -0.050261 1.0 -0.2 0.2 -0.213
P -0.707720 1.493833 0.044239 -1.6 -0.8 0.0 0.956
C -1.758120 1.313233 -1.461661 0.4 -0.1 0.0 -0.259
C -1.243520 1.964933 -2.578761 0.1 0.0 0.0 -0.083
C -1.935220 1.976333 -3.771461 0.0 0.0 -0.2 -0.085
C -3.147320 1.305933 -3.863861 0.0 0.1 -0.1 -0.101
C -3.644820 0.621133 -2.770361 -0.2 0.0 -0.1 -0.086
C -2.961520 0.627933 -1.565361 0.1 0.2 0.1 -0.095
C -1.745520 1.414933 1.540639 0.2 0.5 0.1 -0.273
C -1.075020 1.157233 2.733439 0.1 -0.1 -0.2 -0.092
C -1.738020 1.226033 3.941839 -0.1 0.0 0.2 -0.086
C -3.083920 1.560433 3.970339 0.1 0.0 0.1 -0.098
C -3.747220 1.854733 2.791439 -0.2 0.0 0.0 -0.085
C -3.077320 1.814433 1.582339 0.2 -0.3 -0.1 -0.069
H 2.293480 4.772133 0.546939 0.1 0.1 0.0 0.100
H 0.962580 6.840533 0.153239 0.0 0.0 0.0 0.090
H -1.412520 6.704533 -0.426361 0.0 0.1 0.0 0.083
H -2.568620 4.520533 -0.582961 -0.1 0.0 0.0 0.095
H -0.291420 2.474333 -2.478061 0.0 0.1 -0.1 0.114
H -1.541220 2.515633 -4.622161 0.0 0.0 -0.1 0.099
H -3.708420 1.334333 -4.786761 0.0 -0.1 -0.1 0.094
H -4.578320 0.080533 -2.850461 -0.1 0.0 0.0 0.101
H -3.371620 0.114533 -0.708861 -0.1 -0.1 0.0 0.102
H -0.016920 0.914733 2.694139 -0.1 0.0 0.1 0.111
H -1.205020 1.028733 4.861639 0.0 0.0 0.1 0.101
H -3.607120 1.604533 4.914139 -0.1 0.0 0.1 0.094
H -4.793920 2.125533 2.819239 -0.1 0.0 0.0 0.099
H -3.584220 2.074033 0.663639 -0.1 0.1 0.0 0.103
N 4.389980 -0.289567 -0.292661 0.0 0.5 0.0 0.071
C 4.846580 -1.615167 -0.237861 0.4 -0.8 -0.1 -0.276
C 6.211780 -1.883067 -0.213661 0.2 0.1 0.0 -0.087
C 6.677480 -3.181967 -0.091661 0.1 0.0 -0.1 -0.144
C 5.789580 -4.236967 -0.036261 0.0 0.0 0.0 -0.086
C 4.402180 -4.009967 -0.081061 0.3 0.0 0.0 -0.189
C 3.449980 -5.048867 -0.058261 0.2 -0.4 0.0 -0.093
C 2.098780 -4.723067 -0.081461 -0.5 0.4 0.1 -0.128
C 1.729280 -3.396367 -0.076261 -0.7 -0.8 -0.1 -0.192
N 2.589380 -2.367267 -0.097061 0.1 0.5 -0.2 0.003
C 3.917280 -2.671267 -0.140261 0.7 0.1 0.0 -0.196
H 5.128580 0.366633 -0.511861 -0.2 -0.1 0.1 0.094
H 3.616780 -0.151567 -0.931761 0.2 0.0 -0.4 0.077
H 6.917180 -1.062467 -0.275861 0.0 0.1 0.0 0.089
H 7.743780 -3.367067 -0.061661 0.0 0.0 0.0 0.084
H 6.153980 -5.252267 0.037039 0.0 -0.1 0.0 0.091
H 3.766980 -6.081067 -0.028461 0.1 -0.1 0.0 0.084
H 1.341580 -5.496467 -0.084261 -0.1 0.0 0.0 0.083
H 0.682480 -3.128267 -0.070361 -0.2 0.0 0.0 0.073
F -4.535120 -4.091667 0.030139 0.2 0.2 0.0 0.026
C -3.496720 -3.208067 0.048339 0.0 0.0 -0.1 -0.278
C -3.145720 -2.605667 1.240239 -0.3 -0.2 -0.1 -0.007
C -2.086320 -1.717967 1.251039 0.2 0.0 -0.2 -0.027
C -1.376620 -1.415467 0.083539 -0.3 -0.3 0.1 -0.296
C -0.271020 -0.440667 0.079639 0.7 0.9 -0.1 -0.207
C -1.768020 -2.050867 -1.098761 0.2 0.0 0.2 -0.062
C -2.818120 -2.946167 -1.127261 -0.3 -0.2 0.2 -0.011
H -3.697120 -2.835467 2.141039 0.0 0.0 0.0 0.114
H -1.811720 -1.255167 2.187739 0.0 0.0 0.0 0.106
H 0.360980 -0.579367 0.967039 -0.6 -0.1 -0.1 0.065
H 0.353480 -0.578067 -0.814361 0.0 -0.1 0.2 0.100
H -1.237320 -1.840767 -2.016061 0.1 0.0 -0.1 0.126
H -3.112820 -3.439867 -2.041061 0.0 0.0 -0.1 0.116
```
Positions in Å, forces in eV/Å.